(1)
53
Properties=species:S:1:pos:R:3:forces:R:3 method="wB97M-V/def2-TZVPD" de_lowest_kj_mol=0.00 energy_ha=-1929.42324 homo_lumo_gap_ev=10.021 homo_energy_ev=-9.3578 charge=0 e_lumo_ev=0.66
S -3.82762 3.26577 -0.14399 -0.1 -0.6 0.0
S -3.86786 -1.00217 0.16472 0.2 0.2 0.0
O 2.68622 0.36772 0.56018 0.0 -0.2 0.0
O -0.27928 0.82500 0.55151 0.1 0.2 0.1
O -3.91592 -1.27964 1.56976 0.2 0.0 0.1
O -4.77456 -1.71822 -0.69094 0.0 0.2 -0.2
O 0.07060 -1.03988 1.73883 0.2 -0.4 0.1
N -2.27970 -1.23318 -0.31500 -1.0 0.4 0.3
C -1.77054 -2.54044 0.05456 -0.1 -0.7 0.4
C -0.48063 -0.61407 -1.80955 -0.1 0.1 0.3
C -0.01240 -0.35120 0.61228 0.0 0.1 -0.4
C -0.27090 -0.36790 2.95287 -0.1 0.4 0.4
C 4.62837 1.74573 0.07084 -0.3 0.0 -0.1
C -5.33836 2.60734 -0.64167 0.3 0.1 0.1
C -4.11533 0.73997 -0.09595 0.3 -0.5 0.0
C -1.98504 -0.92154 -1.69406 0.0 0.2 -0.7
C 0.82669 0.57735 3.41638 -0.2 -0.2 -0.3
C 1.78022 -1.29811 -0.85474 -0.1 0.5 0.2
C -5.34804 1.25296 -0.56417 -0.2 0.0 -0.1
C 3.81630 0.04652 -1.55835 -0.3 0.3 0.1
C 4.49959 1.40495 -1.41177 0.1 -0.2 0.1
C -3.19944 1.70441 0.17853 0.0 0.4 0.0
C 3.25508 1.64411 0.73547 0.3 0.3 0.1
C -0.29605 -2.63714 -0.36417 -0.1 0.3 0.0
C 0.26315 -1.22858 -0.61182 0.1 -0.1 0.0
C 2.47992 0.06108 -0.80590 0.2 -0.4 -0.5
H -2.18810 1.58528 0.51370 0.3 -0.1 0.1
H -2.26846 -1.76271 -2.34271 0.0 0.1 0.0
H 3.89596 2.16854 -1.90915 0.0 0.0 -0.1
H 4.45072 -0.73326 -1.13237 0.0 -0.1 0.0
H 3.33372 1.78986 1.81494 -0.1 0.1 -0.1
H -2.58806 -0.05936 -1.98168 0.1 -0.1 -0.2
H -0.42842 -1.17215 3.67485 0.0 0.1 -0.1
H 5.30576 1.03639 0.55012 0.1 0.0 0.1
H 5.48250 1.38868 -1.88619 0.0 0.1 -0.1
H 1.83824 0.83888 -1.25185 0.0 0.0 0.0
H -0.32732 0.46442 -1.80099 0.0 0.0 -0.1
H -0.19828 -3.21089 -1.28742 0.0 0.0 0.0
H -0.08539 -1.01586 -2.74275 0.0 0.0 0.0
H 2.23344 -1.91497 -0.07686 0.1 -0.1 0.0
H 2.58110 2.40980 0.31994 0.0 0.0 0.1
H 3.64159 -0.18121 -2.61070 0.0 -0.1 0.0
H 1.96207 -1.77005 -1.82193 0.0 -0.1 0.0
H 0.93749 1.39046 2.70517 0.0 0.1 0.0
H -6.12424 3.26306 -0.95831 -0.2 0.1 -0.1
H -1.21135 0.17282 2.80170 0.1 -0.1 0.0
H 0.27595 -3.13976 0.41360 0.0 -0.1 0.0
H -1.89162 -2.62607 1.13463 0.1 -0.2 -0.1
H 5.02668 2.75191 0.20524 0.0 0.0 0.1
H -2.36567 -3.33123 -0.42529 0.1 0.0 0.1
H 1.77121 0.04370 3.48484 0.1 0.0 0.1
H 0.56985 0.98458 4.39044 0.0 0.0 0.1
H -6.17386 0.61828 -0.82482 -0.2 -0.1 -0.1

***

(2)
27
Properties=species:S:1:pos:R:3:forces:R:3 method="wB97M-V/def2-TZVPD" de_lowest_kj_mol=7.94 energy_ha=-2166.43432 homo_lumo_gap_ev=8.450 homo_energy_ev=-8.8820 charge=0 e_lumo_ev=-0.43
I -4.06092 -2.77010 -1.69113 2.0 0.5 0.1
I 3.37200 1.64312 3.68405 -1.8 0.0 -1.5
Cl 1.57565 -4.26515 -0.86000 -0.3 -0.1 0.0
Cl -2.20315 3.21256 2.55102 0.8 -0.4 -0.2
O -2.38441 0.06204 -1.62930 2.0 0.4 0.3
O 2.78734 0.64696 0.52958 -1.2 0.4 -0.7
C 0.47431 0.78831 -1.24145 -0.4 -0.6 -0.4
C 0.36336 2.25416 2.77933 0.7 1.0 1.4
C -0.72342 2.43482 1.96112 -0.1 -0.3 -1.4
C 0.50119 1.34198 0.16160 -0.9 1.0 -0.2
C 0.82741 -1.69827 -1.04670 0.3 0.6 -0.1
C -0.64874 2.00858 0.61631 1.2 -0.5 2.2
C -1.42615 -0.93470 -1.46430 -2.0 0.5 -0.5
C 0.40246 -3.00298 -1.10271 -1.0 -0.1 -0.1
C -0.07230 -0.64868 -1.28101 0.5 0.3 0.4
C 1.63978 1.27005 0.98033 1.0 -0.8 0.4
C -0.96281 -3.28722 -1.32664 0.2 0.0 0.1
C -1.87966 -2.25391 -1.50509 0.1 -1.0 0.3
C 1.57609 1.73995 2.28481 -0.2 0.3 1.2
H 1.49716 0.77849 -1.61710 -0.1 0.0 -0.2
H -1.30092 -4.30965 -1.33005 0.0 -0.2 0.0
H -3.24071 -0.33059 -1.79855 -0.3 -0.3 -0.1
H 3.43358 0.64982 1.23614 0.3 0.0 0.4
H 1.88521 -1.47498 -0.81622 -0.7 -0.1 -0.3
H -1.52698 2.09338 0.04969 -0.8 0.0 -1.1
H 0.25762 2.67126 3.80002 0.4 -0.6 -0.6
H -0.16299 1.38076 -1.92376 0.4 0.0 0.5

***

(3)
122
Properties=species:S:1:pos:R:3:forces:R:3 method="wB97M-V/def2-TZVPD" de_lowest_kj_mol=0.00 energy_ha=-4387.45088 homo_lumo_gap_ev="6.067 / 5.872" homo_energy_ev="-3.6327 / -4.2701" multiplicity=5 charge=-1 e_lumo_ev="2.43 / 1.60"
Fe -0.23602 -0.08271 0.00573 -1.8 -0.1 -0.1
P -0.39717 3.27910 -0.88813 -0.1 0.8 -0.2
P 0.27983 -3.19020 0.03304 0.3 -0.7 0.0
O -0.58791 -0.44766 2.01951 0.3 -0.2 -0.3
O 2.59895 -0.76305 8.05116 0.1 0.1 0.0
O 1.62040 0.06306 -0.02025 1.5 0.2 -0.1
O -0.32518 0.08965 -2.05563 0.5 -0.2 0.8
N 5.29153 2.56405 4.56081 -0.4 1.3 0.0
N 0.71587 1.69162 1.94789 0.2 0.4 -0.2
N 5.36593 2.27432 3.29341 0.5 -0.9 0.0
N -2.51190 -0.45456 -1.64600 -0.2 -0.1 -0.7
N -2.12290 -0.46918 -0.31592 -0.2 0.0 0.4
C 0.30116 6.08851 -0.42129 0.0 -0.1 0.1
C 1.11761 3.09907 3.83086 0.2 0.0 0.0
C -0.19049 3.92940 -2.63408 0.0 -0.4 0.1
C -3.07454 -0.81856 0.52202 0.0 0.2 -0.5
C 4.75363 1.65654 5.42719 0.1 -0.8 0.1
C -1.75898 -0.39010 -3.90057 0.1 -0.1 -0.2
C -1.69958 -0.64660 2.58287 -0.3 0.0 -0.2
C 3.84120 -0.53389 5.96558 -0.2 -0.1 0.1
C 2.47185 0.71358 0.68336 -0.4 -0.3 -0.3
C 3.85680 0.63170 0.43559 0.1 0.0 0.0
C -4.45396 -1.10731 -0.01291 0.1 -0.1 0.1
C -0.32718 2.83758 -3.69446 0.0 0.1 0.0
C 3.22711 -2.10415 2.60379 0.0 -0.1 0.1
C 0.99950 -5.18885 -2.05519 0.0 0.1 0.1
C 0.56547 4.63465 -0.03842 0.0 -0.2 -0.1
C -1.69548 -0.64338 4.09944 0.1 0.0 -0.1
C 4.77868 1.20463 1.27551 -0.1 0.0 0.0
C 3.36529 -0.04275 7.17584 0.0 0.0 0.0
C 0.41969 -5.91611 1.11515 0.0 0.1 0.0
C 4.40237 1.88447 2.46117 -0.1 0.5 0.0
C -0.82809 -0.82459 -6.08465 0.0 0.0 -0.1
C 4.29190 -3.67379 1.15055 0.1 -0.1 -0.1
C 4.37759 2.09441 6.71372 0.0 0.0 -0.2
C 2.05709 -1.97586 7.57582 0.0 -0.1 0.0
C 2.04262 1.54381 1.78445 0.1 0.3 0.5
C 1.53826 -2.74936 -2.33852 0.0 0.0 0.1
C -0.80629 -3.54992 -2.48264 0.0 0.0 0.0
C -1.81296 -4.99436 0.43644 0.1 0.1 0.0
C -3.20550 -0.90891 -5.75588 0.0 0.0 0.0
C -2.10356 -1.02068 -6.59490 0.0 -0.1 0.0
C 2.98570 2.14766 2.65824 -0.1 -0.2 -0.2
C -1.51509 -0.19980 -2.44648 -0.2 0.0 0.7
C 0.53512 -3.76141 -1.76482 0.0 0.1 0.2
C 4.51983 0.30628 5.10374 0.2 0.3 -0.1
C -0.65840 -0.50382 -4.74729 0.0 0.0 0.1
C -2.13331 3.87754 -0.48520 0.1 -0.4 0.1
C 3.09990 -3.84582 0.45841 0.0 0.0 0.0
C -2.89991 -0.87639 1.91956 0.1 0.0 0.3
C 0.27595 2.40559 2.95556 -0.1 0.0 -0.1
C 3.67389 1.26572 7.55483 0.0 0.0 0.1
C -0.44107 -4.65654 1.02648 -0.1 0.2 -0.1
C 4.36093 -2.81000 2.23193 0.0 0.0 0.0
C -3.03598 2.70203 -0.10442 0.0 0.1 -0.1
C 2.04330 -2.26258 1.90228 0.1 0.0 0.0
C 1.95233 -3.14206 0.82036 -0.1 0.2 -0.1
C -0.65780 -4.11914 2.44652 0.0 0.1 -0.1
C 2.47842 2.97808 3.66578 -0.1 0.1 0.1
C -3.03625 -0.59689 -4.41673 0.0 0.1 0.0
H 0.38364 4.50926 1.02736 0.0 -0.1 0.2
H -2.06770 4.56337 0.36439 0.0 0.1 -0.1
H -4.94290 -0.16828 -0.28123 0.0 0.0 -0.1
H 1.30194 -2.27500 8.30000 0.0 0.0 0.0
H -3.88115 -0.52284 -3.74555 0.0 0.0 0.0
H -0.88890 4.74797 -2.82591 0.1 0.1 0.0
H -0.80472 2.45780 3.06966 0.0 0.0 0.0
H 3.15454 3.52186 4.30960 0.1 0.0 0.0
H 0.29692 1.98517 -3.43196 0.0 0.0 0.0
H 0.23185 -5.91473 -1.78750 0.0 0.0 0.0
H 0.70322 3.72913 4.60662 0.0 0.0 0.0
H 1.18014 -5.28935 -3.13022 0.0 0.0 0.0
H 0.91316 6.74101 0.20596 0.0 0.1 0.0
H 0.43824 -6.46956 0.17878 0.0 0.0 0.0
H 1.21502 -1.73067 -2.11345 0.1 0.1 -0.1
H -3.16170 2.01870 -0.94591 0.0 -0.1 0.0
H 0.55850 6.28963 -1.46131 0.0 0.0 0.0
H 4.17930 0.04613 -0.41635 0.0 0.0 0.0
H 3.32592 1.61634 8.51831 0.0 0.0 0.0
H 1.58753 -1.85244 6.59558 0.0 0.0 0.0
H 4.60521 3.11452 6.99518 0.0 0.0 0.0
H -2.40663 -4.08613 0.30591 -0.1 0.0 0.0
H -2.64454 -0.28454 4.49480 0.0 0.0 0.0
H 0.82634 4.33063 -2.68076 0.0 0.1 0.0
H -1.52640 -1.65877 4.46706 0.0 0.0 0.0
H -1.72200 -5.49287 -0.52882 0.0 0.0 0.0
H 3.67457 -1.56478 5.68047 0.0 0.0 0.0
H 5.83795 1.08134 1.08979 0.0 0.0 0.0
H 4.89193 -0.06750 4.15974 0.0 0.0 0.0
H 1.62152 4.39514 -0.20118 0.0 0.0 0.1
H -0.74359 6.36217 -0.26434 0.0 0.0 0.0
H -2.24277 -1.27163 -7.63954 0.0 0.0 0.0
H -3.76711 -1.10784 2.52336 0.0 0.1 0.0
H 0.03646 -0.94100 -6.72705 0.0 0.1 0.0
H -2.58757 2.13100 0.71108 -0.1 0.0 0.0
H -0.02350 3.20976 -4.67644 -0.1 0.0 0.0
H 1.44543 -5.67751 1.39853 0.0 0.0 0.0
H 1.18552 -1.66267 2.17656 -0.1 0.0 0.0
H -5.04923 -1.62224 0.73982 0.0 0.0 0.0
H -0.88403 -0.00431 4.44738 0.0 0.0 0.0
H 2.81846 -2.75999 7.50881 0.0 0.0 0.0
H -1.22730 -4.84547 3.03489 0.0 0.0 0.0
H 2.53702 -2.88646 -1.92386 0.0 0.0 0.0
H 3.25770 -1.41283 3.43605 0.0 0.0 -0.1
H 0.29276 -3.93962 2.95099 0.0 0.0 0.0
H 1.59552 -2.86034 -3.42556 0.0 0.0 0.0
H 3.08829 -4.52724 -0.37974 0.0 0.0 0.0
H -1.51161 -4.35909 -2.29049 0.0 0.0 0.0
H -4.19842 -1.08689 -6.15147 0.0 0.1 0.0
H 0.00300 -6.57993 1.88002 0.0 0.0 0.0
H 1.91770 -5.44995 -1.53333 0.0 -0.1 -0.1
H -1.21788 -3.18315 2.41923 0.0 0.0 0.0
H -1.27597 -2.61553 -2.18103 -0.1 0.0 0.0
H 5.28968 -2.68478 2.77531 0.0 0.0 0.0
H -2.55126 4.42554 -1.33293 0.0 0.1 0.0
H -4.02600 3.04450 0.20949 0.0 0.0 0.0
H -4.38232 -1.70608 -0.91764 -0.1 0.0 0.0
H -2.35322 -5.66622 1.11036 0.0 0.0 0.0
H -0.63638 -3.51041 -3.56278 0.0 0.0 0.0
H 0.32819 -0.35432 -4.32936 0.0 0.0 0.0
H 5.17249 -4.22216 0.83680 0.0 0.0 0.0
H -1.35393 2.47533 -3.77336 0.0 0.0 0.0

***

(4)
71
Properties=species:S:1:pos:R:3:forces:R:3 method="wB97M-V/def2-TZVPD" energy_ha=-1442.28380 homo_lumo_gap_ev="9.343 / 3.629" homo_energy_ev="-11.9167 / -11.9161" multiplicity=2 charge=+1 e_lumo_ev="-2.57 / -8.29"
O 30.27367 -23.61148 26.08394 0.8 0.8 0.2
O 29.13264 -28.65789 28.35403 -0.3 -0.7 0.2
O 26.15949 -23.50523 27.81458 0.8 -1.6 -0.1
O 25.64002 -20.66081 27.43366 1.0 1.0 0.5
O 24.43985 -27.76995 23.16701 -0.7 0.7 -0.1
O 28.20236 -26.87329 19.35844 0.8 0.4 -0.3
O 25.65245 -29.86177 24.93630 0.9 0.0 0.3
O 26.07412 -23.20287 23.39706 0.9 -0.5 0.5
O 30.23537 -25.20061 22.02914 -0.8 -0.8 -0.5
O 27.42570 -20.21297 23.48428 1.2 0.0 1.1
O 23.48220 -23.08982 22.31782 -0.2 0.1 0.2
N 28.54689 -25.02134 27.85682 -1.1 -1.6 1.1
C 29.60025 -23.28167 24.90529 -0.7 -0.3 -0.5
C 28.60434 -26.50002 20.67001 -0.2 0.1 0.3
C 25.65013 -28.49299 22.93395 -1.5 1.2 -0.1
C 26.28633 -24.51903 23.95254 -0.2 1.1 -0.4
C 28.58712 -26.60737 26.08584 0.4 -0.7 -0.5
C 22.51908 -24.14955 22.15494 1.3 -0.1 -0.5
C 27.90058 -29.21674 28.90495 0.2 -0.2 -0.4
C 29.35317 -27.28687 28.46165 -1.4 0.4 0.4
C 29.86786 -25.64294 20.69045 0.8 0.7 -0.6
C 25.49827 -29.86358 23.52279 0.7 -0.8 -0.1
C 28.39467 -26.44392 27.58578 0.9 0.3 -0.5
C 24.98491 -22.90619 27.28943 0.3 0.8 -0.8
C 26.72208 -20.07675 22.30296 -0.7 -0.4 -0.8
C 25.36597 -21.67110 26.50708 -1.5 0.6 0.5
H 26.24402 -30.52593 23.08317 0.4 0.0 0.5
H 27.80033 -25.91509 21.11669 0.0 0.0 0.4
H 29.74703 -24.19240 26.63782 -0.3 -0.8 0.3
H 29.14632 -26.98195 29.48749 0.1 0.2 0.4
H 28.79875 -24.81273 28.81241 0.8 0.3 0.3
H 24.48672 -21.39432 25.92534 -0.1 0.0 -0.4
H 31.00821 -24.64163 21.92022 0.1 0.0 0.0
H 29.78659 -24.74683 20.07524 -0.7 0.1 -0.1
H 30.37637 -26.98707 28.23519 0.2 -0.6 -0.2
H 24.43623 -23.48585 26.54711 0.4 -1.2 0.5
H 26.49540 -23.05028 28.59033 -0.5 0.6 0.0
H 22.71579 -24.84275 22.97278 -0.7 0.3 0.3
H 30.70252 -26.15344 20.21000 0.1 -0.5 0.3
H 28.02996 -30.26052 29.19110 0.8 0.1 -0.2
H 24.05663 -28.00644 24.01484 0.1 0.0 0.1
H 26.38258 -24.36000 25.02658 0.2 -0.3 0.2
H 27.71043 -24.50243 27.63058 -0.7 1.0 -0.9
H 22.81345 -24.73510 21.28398 -0.3 0.1 -0.4
H 23.25645 -22.36836 21.72610 0.0 0.0 -0.1
H 24.90794 -29.50053 25.42293 -0.3 -0.1 -0.4
H 29.64852 -26.40106 25.94815 0.0 0.1 -0.7
H 27.12675 -29.26704 28.13895 -0.1 0.4 -0.1
H 25.75007 -28.39610 21.85287 0.2 -0.8 -0.1
H 28.79408 -27.41694 21.22799 0.0 0.0 0.4
H 28.38925 -27.62583 25.75164 0.1 -0.1 0.4
H 26.19303 -21.76624 25.80350 0.1 -0.4 0.3
H 27.36694 -26.73586 27.80175 -0.6 0.3 0.3
H 26.92887 -20.89011 21.60740 0.1 -0.2 -0.1
H 27.20158 -24.91626 23.51365 0.2 0.0 0.2
H 26.42495 -27.84240 23.33952 0.7 -0.7 0.4
H 25.21709 -23.05979 22.98887 -0.6 -0.5 -0.1
H 30.24593 -22.67992 24.26568 0.1 -0.1 0.2
H 25.66424 -20.13214 22.55987 -0.4 0.4 -0.5
H 27.94579 -25.99125 25.45560 0.2 0.3 0.3
H 27.29550 -21.11398 23.78896 -0.1 -0.2 0.0
H 25.52124 -25.27782 23.78828 -0.4 0.3 -0.3
H 21.51582 -23.74190 22.03084 0.0 -0.4 0.4
H 24.83522 -20.20831 27.69658 0.0 0.0 -0.1
H 24.57425 -30.39614 23.29771 -0.4 0.6 -0.5
H 28.69682 -22.70095 25.09150 -0.1 0.4 0.2
H 27.50404 -28.76865 29.81603 0.3 0.7 -0.1
H 29.26235 -24.18199 24.39211 0.2 -0.1 -0.3
H 27.26402 -27.07521 19.33983 0.0 0.1 0.2
H 27.00909 -19.15896 21.78975 -0.2 0.1 0.3
H 24.34294 -22.66290 28.13606 -0.3 0.1 -0.3

***

(5)
28
Properties=species:S:1:pos:R:3:forces:R:3 method="wB97M-V/def2-TZVPD" de_lowest_kj_mol=172.18 energy_ha=-595.24009 homo_lumo_gap_ev=9.166 homo_energy_ev=-8.6388 charge=0 e_lumo_ev=0.53
O -2.16770 -1.40370 -0.41584 0.5 -1.9 0.2
O 1.63676 -3.22340 3.46329 -0.6 -0.5 0.3
N -0.17237 -2.60089 2.15706 -0.3 -0.4 0.9
C 1.07961 -2.40430 2.77527 -0.5 0.7 -1.8
C 1.89163 -1.15665 2.31984 3.2 -3.2 2.6
C -2.26627 0.81210 -1.12809 -0.4 1.6 0.0
C -1.62027 -0.36957 -1.08444 1.1 -1.6 -0.2
C 0.37802 0.49426 -2.06705 0.1 -3.0 -0.6
C -0.31948 -0.63899 -1.66452 -1.5 0.0 2.2
C 0.50422 2.86346 -2.83460 -3.4 0.9 -1.4
C 1.18013 0.11077 2.27408 -1.8 1.7 -3.9
C -0.28456 1.70811 -2.18341 2.9 1.5 -0.5
C -1.52777 1.85834 -1.70442 -2.8 1.2 0.2
H 2.55878 -1.57666 1.55443 -0.8 0.7 -0.9
H -2.97587 -1.21990 0.04858 -0.5 0.6 0.0
H 0.22392 0.09818 1.58131 1.6 -0.2 1.4
H 0.03890 -1.71293 -1.47003 -0.2 2.0 -0.7
H 0.92004 0.31678 3.24119 -1.3 0.7 2.5
H 1.48847 3.00527 -2.49156 1.1 0.1 0.6
H -0.73826 -1.84758 1.72762 1.0 -0.8 0.5
H -2.05391 2.82337 -1.83285 0.5 -0.5 0.2
H 2.74547 -1.23550 3.16162 -2.0 0.9 -1.4
H 1.66515 1.04621 1.93408 0.5 -0.8 -0.1
H -0.09541 3.86666 -2.79624 1.2 -1.8 0.2
H -0.71588 -3.44763 2.44314 0.9 1.3 -0.3
H 1.39418 0.24252 -2.40322 -0.3 1.0 0.0
H -3.29636 0.96179 -0.68397 1.4 -0.2 -0.6
H 0.52884 2.62986 -3.92125 0.3 0.2 0.5

***

(6)
19
Properties=species:S:1:pos:R:3:forces:R:3 method="wB97M-V/def2-TZVPD" de_lowest_kj_mol=15.97 energy_ha=-198.88308 homo_lumo_gap_ev=12.663 homo_energy_ev=-11.5300 charge=0 e_lumo_ev=1.13
C 2.58351 0.05871 -0.39164 0.2 0.1 0.3
C -1.48320 0.23136 -0.58882 -0.7 -0.2 0.5
C -2.25735 0.48607 0.71553 0.2 0.3 -0.1
C 2.32600 0.51711 1.05534 0.7 0.4 -0.4
C -1.56149 -1.24301 -0.98571 0.1 0.2 0.5
H 2.34406 1.61132 1.13833 -0.1 -0.2 0.0
H 3.15314 0.15140 1.67308 -0.5 0.0 0.2
H -1.00275 -1.46927 -1.89038 -0.2 0.0 -0.2
H -2.41626 1.55989 0.87944 0.0 -0.2 0.0
H 1.36673 0.17353 1.41904 -0.1 -0.1 0.3
H -1.69412 0.11811 1.56929 -0.1 -0.2 0.2
H 3.59590 -0.32571 -0.48850 0.1 -0.1 0.0
H -1.12635 -1.85512 -0.19108 0.0 0.0 0.0
H -2.60846 -1.54486 -1.06739 0.1 -0.1 -0.3
H -3.23930 0.00848 0.69911 0.0 0.0 0.0
H 2.51941 0.87986 -1.09714 -0.3 0.0 -0.2
H -0.44582 0.52142 -0.42577 0.0 0.2 -0.3
H -1.96459 0.86202 -1.34158 0.4 -0.1 -0.2
H 1.91094 -0.74131 -0.68115 -0.1 0.0 -0.2